C3H2ClNO | ωB97M-V/def2-TZVPD

```
8
Properties=species:S:1:pos:R:3:forces:R:3
N -2.74034 -0.04941 -0.14072 0.9 -0.1 0.5
C -1.62173 0.15541 0.06961 -1.3 0.2 -1.1
C -0.21736 0.56505 -0.05225 0.8 2.1 1.5
O 0.10444 1.73601 -0.01308 -1.2 -1.3 -0.5
C 0.78662 -0.53975 0.02170 1.0 2.9 -0.5
Cl 2.40065 0.22609 -0.07450 -0.1 -0.7 -0.1
H 0.59338 -1.15513 -0.78728 0.0 -1.8 -1.3
H 0.69434 -0.93827 0.97653 -0.2 -1.3 1.5
```
Positions in Å, forces in eV/Å.

* ΔE to the lowest compared entry with this formula, charge and spin: 66.1 kJ/mol
* total energy: -705.65894 a.u.
* maximum force: 3.1 eV Å⁻¹
* highest occupied orbital energy: -11.5 eV
* charge: 0
* frontier orbital gap: 10.7 eV
* structure (SMILES): N#CC(=O)CCl